Entry 1:
Computed, not measured: a structure of composition C3H5N3O at a distorted geometry, with ωB97M-V with the def2-TZVPD basis set.

```
! wB97M-V def2-TZVPD RIJCOSX def2/J DEFGRID3
* xyz 0 1
N -0.4761 -0.6471 -1.4665
C -0.1577 -0.7110 -0.1367
C -0.6819 -1.4178 0.9195
O -0.2216 -0.9115 2.0490
N 0.5409 0.2303 1.8293
C 0.5854 0.3361 0.5099
N 0.9772 1.3646 -0.2871
H -0.7841 0.8324 -1.6034
H 0.3726 -0.4119 -1.9762
H -1.2809 -2.3155 1.0045
H -0.0455 1.4574 -1.1240
H 1.1717 2.1941 0.2818
*
```

As for the energy above the lowest of the compared OMol25 structures with the same formula, charge and spin: 136.3 kcal per mole. As for the energy: -9704.6725 eV.


Entry 2:
Computed, not measured: the molecule C3H5N3O at a distorted geometry, with ωB97M-V with the def2-TZVPD basis set.

```
! wB97M-V def2-TZVPD RIJCOSX def2/J DEFGRID3
* xyz 0 1
H 0.5954 2.3039 -0.7888
N -0.1596 1.6301 -0.6448
C 0.2727 0.4877 -0.3042
C 1.5272 -0.0517 0.2595
O 1.3878 -1.4430 0.3521
N 0.0091 -1.7422 0.3479
C -0.6129 -0.6545 0.0498
N -1.9464 -0.4383 0.0441
H 1.1322 0.5071 1.1708
H 2.5499 0.1897 -0.0333
H -2.1938 0.4371 -0.3961
H -2.5616 -1.2258 -0.0571
*
```

As for the energy above the lowest of the compared OMol25 structures with the same formula, charge and spin: 77.7 kcal per mole. As for the energy: -9707.2163 eV. The SMILES is [H]/N=C1\CON=C1N.


Entry 3:
Computed, not measured: the molecule C3H5N3O, with ωB97M-V with the def2-TZVPD basis set.

```
! wB97M-V def2-TZVPD RIJCOSX def2/J DEFGRID3
* xyz 0 1
N 0.9898 1.7882 -0.9110
C 0.3519 0.7000 -0.3142
N -0.7768 0.7407 0.3612
C -0.9903 -0.5593 0.7512
O -2.1123 -0.9848 1.3825
C 0.0142 -1.3832 0.3595
N 0.8753 -0.5562 -0.3545
H 0.3835 2.3471 -1.4989
H 1.8212 1.5203 -1.4172
H -2.4310 -0.2947 1.9737
H 0.1821 -2.4352 0.5117
H 1.6924 -0.8829 -0.8441
*
```

As for the energy above the lowest of the compared OMol25 structures with the same formula, charge and spin: 15.1 kcal per mole. As for the energy: -9709.9281 eV. The SMILES is Nc1nc(O)c[nH]1.


Which of these has the lowest energy above the lowest of the compared OMol25 structures with the same formula, charge and spin?
number 3


The lowest energy above the lowest of the compared OMol25 structures with the same formula, charge and spin belongs to which entry?
number 3